Entry 1:
27
Properties=species:S:1:pos:R:3:forces:R:3 method="wB97M-V/def2-TZVPD" e_tot_ha=-482.8681 multiplicity=2 charge=-1 homo_lumo_gap_ev="2.9 / 6.4" relative_energy_kj_mol=5.3
C -2.501661 -1.304472 0.865745 0.3 -0.3 0.2
C -3.059395 -2.698482 0.589984 -0.5 0.4 -0.3
H -2.694985 -0.595055 0.065488 -0.1 0.0 -0.1
H -2.878722 -0.889333 1.799858 -0.1 0.0 0.0
H -1.420031 -1.375075 0.972505 0.1 0.2 -0.1
H -2.761035 -3.021156 -0.406416 0.2 -0.2 0.0
H -4.155362 -2.715307 0.582339 0.0 0.1 0.1
H -2.736426 -3.418632 1.337330 0.1 -0.1 0.0
C 0.525349 0.337672 -2.933186 0.0 0.2 0.0
C -0.701944 1.543531 -1.063016 0.0 0.1 0.6
C 0.371960 0.797683 -1.516464 -0.3 -0.1 -0.4
C 0.644775 1.127715 0.718607 1.2 0.1 -0.2
C 1.252423 0.558395 -0.434978 -0.4 0.4 0.1
C 1.334022 1.237062 1.935960 -0.7 0.2 0.1
C 2.609563 0.115714 -0.364063 0.3 -0.3 0.3
C 2.700679 0.846405 1.973629 0.0 -0.3 -0.2
C 3.292213 0.282229 0.858331 0.1 0.1 -0.2
N -0.542924 1.681414 0.331035 -0.5 0.0 -0.1
H -1.615074 1.912606 -1.505475 0.1 -0.2 -0.3
H -0.941389 2.467503 0.811971 0.0 -0.1 0.1
H 0.203440 -0.693160 -3.093018 0.0 -0.1 0.1
H 1.559773 0.393694 -3.279619 0.1 0.1 0.0
H 0.820818 1.617845 2.810171 0.1 0.1 0.1
H 3.155058 -0.205111 -1.244560 -0.1 -0.1 0.0
H 3.280541 1.020777 2.869971 0.0 -0.1 0.1
H 4.344476 0.003435 0.899187 -0.1 0.0 0.0
H -0.086139 0.972090 -3.581307 0.1 -0.1 -0.1

Entry 2:
6
Properties=species:S:1:pos:R:3:forces:R:3 method="wB97M-V/def2-TZVPD" e_tot_ha=-786.4005 homo_lumo_gap_ev="7.5 / 9.3" relative_energy_kj_mol=229.7
C 0.134782 1.214204 0.948303 -1.1 -0.2 1.6
O -0.434674 0.947512 1.958572 1.2 0.8 -2.0
O -0.279177 -0.910983 -2.100753 0.4 1.0 -3.0
F 0.274518 2.422121 0.370798 -0.1 -0.7 0.5
F 0.773515 -2.313079 -0.392594 -0.2 0.1 0.0
S -0.468965 -1.359776 -0.784327 -0.2 -1.0 3.1

Entry 3:
18
Properties=species:S:1:pos:R:3:forces:R:3 method="wB97M-V/def2-TZVPD" e_tot_ha=-476.3039 homo_lumo_gap_ev=9.4 relative_energy_kj_mol=368.2
C -2.418400 0.380918 0.499879 0.3 -0.6 1.3
C -1.303698 -0.269808 -0.268594 0.2 2.5 -4.5
O -1.391148 -1.201533 -1.036772 0.3 0.5 1.5
C -0.217443 1.096243 -0.836985 -2.2 -0.4 -0.2
O -0.363144 2.244808 -0.497001 0.3 -1.0 0.2
O 0.444675 0.752896 -1.960988 0.2 0.0 0.4
H -2.075357 1.258397 1.045580 0.0 0.0 -0.1
H -2.811190 -0.345412 1.215475 -0.2 0.1 -0.1
H -3.207939 0.659133 -0.199679 0.2 -0.1 -0.1
H 0.800602 1.581367 -2.335669 -0.1 -0.2 0.1
H 2.345423 0.387840 1.944744 0.0 0.1 -0.3
N 1.336736 0.279634 1.829128 -0.5 -0.2 -0.5
C 1.008635 -0.436580 0.842602 -1.6 -1.7 1.9
C 1.848853 -1.254831 -0.084360 0.1 0.3 -0.4
H -0.177052 -0.785205 0.792362 3.0 0.9 0.8
H 1.217171 -1.804242 -0.782848 0.1 0.0 0.0
H 2.500106 -0.593408 -0.658354 0.1 -0.1 0.0
H 2.463170 -1.950218 0.491480 -0.1 0.0 0.0

Entry 4:
47
Properties=species:S:1:pos:R:3:forces:R:3 method="wB97M-V/def2-TZVPD" e_tot_ha=-2278.6486 multiplicity=4 charge=+2 homo_lumo_gap_ev="4.2 / 4.7"
C -1.970143 -2.034737 -2.785866 -0.6 -1.1 -0.4
C -1.145104 -2.200596 -1.488971 0.9 2.1 0.4
H -2.435138 -3.013236 -3.100206 0.3 1.0 0.1
H -1.316138 -1.676186 -3.638933 -0.6 -0.3 0.9
H -2.808956 -1.287713 -2.635216 0.9 -0.7 -0.1
O -0.925056 -3.167891 -0.804357 -0.8 0.3 -1.2
I 1.583951 2.282483 0.004000 0.1 -0.7 0.0
Nd -0.455107 0.430268 -1.457896 -0.6 -1.2 0.2
P -2.215225 0.357348 0.597310 -0.6 0.0 -0.2
C -2.149722 -0.233323 2.301558 0.4 0.4 0.2
C -2.490563 2.189554 0.532932 -0.1 -0.2 0.7
H -3.527407 2.412138 0.817728 0.1 0.1 -0.6
H -4.566809 0.058734 0.547677 -0.1 -0.4 -0.5
H -2.181700 2.633717 -0.444898 -0.5 -0.2 0.6
H -3.911309 0.082211 -1.170491 -0.1 -0.2 0.8
H -1.247618 0.150542 2.797479 -0.8 -0.2 -0.2
H -1.866233 2.626121 1.320917 -0.6 -0.1 -0.6
C -3.781762 -0.303064 -0.132618 0.7 0.0 0.2
H -3.014799 0.137554 2.841245 -0.3 -0.5 0.2
H -3.688571 -1.408827 -0.143420 -0.4 0.6 0.0
H -2.000378 -1.315161 2.256673 -0.6 0.0 0.2
P 1.886435 -0.675601 -2.205249 0.6 -0.5 0.1
C 3.173940 -1.526381 -1.220149 -0.4 0.0 -0.1
C 1.562293 -1.676889 -3.725968 0.1 0.3 0.5
H 1.803357 1.615191 -3.061661 0.5 -0.2 -0.2
H 3.262985 0.693971 -3.641512 -0.1 0.4 0.1
H 3.180261 1.379418 -1.941237 -0.1 -0.4 -0.9
C 2.621918 0.920152 -2.781949 0.1 -0.5 0.0
H 0.807907 -1.139772 -4.350723 0.7 -0.5 0.2
H 2.540234 -1.770032 -4.226959 -0.6 -0.2 -0.2
H 4.051442 -1.649337 -1.880802 -0.2 -0.1 0.6
H 2.747339 -2.499374 -0.882503 0.5 0.6 -0.3
H 1.143227 -2.654809 -3.398105 0.4 0.6 -0.4
H 3.393396 -0.898628 -0.325587 0.0 -0.4 -0.7
C 0.472736 -1.474675 0.789546 0.0 -0.5 -0.9
O 0.843779 -2.383151 1.336905 -0.3 0.0 -0.2
C 1.511611 1.998269 4.140008 0.4 1.3 1.2
C 0.471062 2.615800 3.509679 -0.5 0.2 0.4
C 0.039833 2.075188 2.280604 0.0 3.7 0.6
C 0.535110 0.851295 1.940872 0.8 1.8 -1.2
C 1.484050 0.157099 2.676689 0.4 -1.5 -1.7
C 1.991273 0.779623 3.760196 0.9 -1.3 0.3
H 2.076351 2.523206 4.879223 -0.1 0.3 0.7
H 0.112646 3.603762 3.835652 0.3 -0.5 -0.3
H -0.338025 3.020512 1.667803 0.5 -3.0 1.0
H 1.902204 -0.841995 2.428619 -0.4 1.2 0.1
H 2.836423 0.237222 4.181961 -0.3 0.5 0.7

Entry 5:
18
Properties=species:S:1:pos:R:3:forces:R:3 method="wB97M-V/def2-TZVPD" e_tot_ha=-327.0613 homo_lumo_gap_ev=10.1 smiles="[H]/N=C(/C)[C@H](C)CO" relative_energy_kj_mol=184.0
H 1.193437 0.532681 2.442080 -0.4 -0.1 -0.1
N 1.344225 1.103703 1.611133 -0.3 0.4 -0.4
C 0.745398 0.684963 0.563625 2.8 -2.3 0.1
C 1.175736 1.227887 -0.770383 -0.7 0.7 0.2
C -0.073694 -0.629205 0.512220 0.0 1.0 -0.3
C 0.248016 -1.591057 -0.620523 0.1 0.2 0.1
C -1.482560 -0.056102 0.446953 0.6 2.2 2.1
O -1.867308 0.309577 -0.843819 -0.1 -0.2 -0.7
H 1.666665 2.185741 -0.623840 0.0 0.1 -0.1
H 1.880688 0.550414 -1.249033 0.0 -0.2 0.1
H 0.307651 1.324450 -1.419918 0.1 0.1 -0.2
H 0.035617 -1.129115 1.480827 0.0 0.1 -0.1
H 1.301123 -1.864154 -0.593246 0.0 -0.2 0.0
H -0.360721 -2.489108 -0.521589 0.0 -0.1 0.0
H 0.031144 -1.145302 -1.586932 0.0 0.0 -0.1
H -1.221971 0.962781 1.053676 -2.0 -2.2 -0.7
H -2.202571 -0.730905 0.925470 -0.1 0.4 0.1
H -2.720876 0.752749 -0.806701 0.1 -0.1 0.0

Entry 6:
8
Properties=species:S:1:pos:R:3:forces:R:3 method="wB97M-V/def2-TZVPD" e_tot_ha=-283.2405 homo_lumo_gap_ev=9.8 smiles="NC(=O)C=O" relative_energy_kj_mol=45.9
N -1.128925 -0.164125 0.268040 0.0 0.1 -0.1
C -0.157967 0.655063 -0.207893 0.0 -0.3 0.0
O -0.341176 1.764528 -0.664670 0.7 -0.5 0.2
C 1.228733 -0.153020 -0.073614 -0.6 -0.5 0.2
O 1.120504 -1.314577 0.242597 0.5 0.4 -0.1
H -2.103256 0.071632 0.164913 0.2 0.2 0.0
H -0.870860 -1.106258 0.518903 -0.1 0.1 0.0
H 2.252949 0.246758 -0.248277 -0.7 0.5 -0.1